(1)
DFT (the ωB97M-V functional and the def2-TZVPD basis) results for a cluster of 2 separate species, C10H10N2O2 in total at a distorted geometry.

Each line ends with the Mulliken charge.
CARTESIAN COORDINATES (ANGSTROEM)
O: 2.34758 -2.55969 -0.24215  -0.56
C: 2.41064 -1.41064 -0.70434  0.55
C: 2.98745 -0.24689 0.04548  -0.43
C: 3.19020 0.97421 -0.77651  -0.25
N: 2.72068 1.14634 -2.16205  -0.30
C: 1.52899 0.38336 -2.41733  0.34
O: 0.64283 0.61753 -3.16823  -0.51
N: 1.52309 -0.99226 -1.84557  -0.17
H: 3.47145 -0.44626 1.04601  0.35
H: 3.51521 1.88768 -0.34778  0.34
H: 2.38652 2.33037 -2.07816  0.38
H: 0.65404 -1.47754 -2.04128  0.26
C: -1.37527 0.91020 1.70179  -0.02
C: -1.41187 -0.30270 2.35560  -0.51
C: -2.22287 -1.40954 1.76167  -0.26
C: -3.20263 -0.90692 0.77689  -0.12
C: -3.26259 0.38471 0.30650  -0.15
C: -2.31159 1.32451 0.73013  -0.49
H: -0.76477 1.75482 2.20113  0.26
H: -0.46443 -0.69207 2.94135  0.22
H: -2.09579 -2.54277 2.00982  0.30
H: -3.99258 -1.47644 -0.02233  0.09
H: -4.01768 0.36538 -0.39872  0.39
H: -2.25663 2.38462 0.32805  0.29

Force components x, y, z for each atom (eV/Å):
O 0.4721 2.5829 -1.5581
C -3.0558 -1.0193 0.9141
C 1.7721 3.2751 -3.9092
C -1.7569 -4.9140 1.7863
N -2.1243 4.0627 3.4635
C 0.7034 -4.0119 0.7141
O -0.4417 1.5335 -0.5558
N 2.8673 2.3011 1.3176
H -0.7534 0.5595 -1.3942
H 0.7556 0.4407 0.3513
H 1.1294 -4.6166 -1.2192
H 0.3858 -0.1882 0.1244
C -0.3389 2.9841 1.4132
C 1.3330 -4.9556 -1.5478
C -0.8238 2.0110 -0.6907
C -0.1958 -3.3425 -0.6859
C 2.2460 0.1208 1.7140
C -0.1064 0.5928 -0.2349
H -0.5848 -1.5649 -1.1777
H -2.2785 1.2360 -0.6256
H -0.3306 2.5111 -0.3287
H 2.4241 0.1691 3.2013
H -1.1345 1.7859 -1.6011
H -0.1633 -1.5533 0.5293

Summary:
SMILES: O=c1cc[nH]c(=O)[nH]1.c1ccccc1
total energy: -646.91244 Ha
highest occupied orbital energy: -9.2 eV
frontier orbital gap: 9.02 eV
relative energy (zero: lowest compared OMol25 entry of this formula, charge and spin): 5.1576 eV


(2)
DFT (the ωB97M-V functional and the def2-TZVPD basis) results for a cluster of 4 separate species, C20H44NO4PS3 in total at a distorted geometry.

Each line ends with the Mulliken charge.
CARTESIAN COORDINATES (ANGSTROEM)
C: 8.67417 -0.15339 -0.42180  -0.81
C: 8.86733 0.89108 -1.53284  -0.42
C: 7.57610 1.59944 -1.99201  -0.89
C: 6.35604 0.66567 -2.17114  -0.93
N: 6.71996 -0.61991 -2.80723  -0.41
P: 5.32570 -1.77691 -2.65436  0.42
C: 3.89391 -3.01828 -2.46716  -1.15
C: 2.91341 -2.70792 -1.31888  0.34
C: 3.47947 -3.03875 0.07566  -1.35
O: 2.53483 -1.32641 -1.25159  -0.29
C: 1.65753 -0.94686 -2.31782  -0.99
C: 0.38251 -0.40222 -1.67666  0.77
C: 0.54736 0.65300 -0.80500  -0.48
C: -0.54646 1.18020 -0.15192  -0.92
C: -1.78178 0.63236 -0.40874  -0.21
C: -1.95742 -0.40925 -1.26840  -1.08
C: -0.85516 -0.93996 -1.92266  -0.44
H: 7.81176 -0.80592 -0.56096  0.08
H: 9.55883 -0.80556 -0.43176  0.31
H: 8.66419 0.28901 0.58082  0.29
H: 9.52486 1.66666 -1.11923  0.34
H: 9.33669 0.45036 -2.41440  0.30
H: 7.76384 2.03292 -2.98515  0.32
H: 7.26117 2.42174 -1.33810  0.36
H: 5.63515 1.22224 -2.79232  0.50
H: 5.91008 0.43986 -1.19135  0.48
H: 6.73168 -0.40146 -3.80607  0.32
H: 5.91800 -2.31705 -1.48603  -0.08
H: 4.43056 -0.67446 -2.71223  -0.10
H: 5.67542 -2.37013 -3.89976  -0.03
H: 3.32646 -3.11162 -3.40656  0.51
H: 4.30725 -4.02001 -2.26999  0.46
H: 1.97440 -3.27329 -1.45330  0.43
H: 2.84818 -2.49709 0.78576  0.36
H: 4.47580 -2.58890 0.13388  0.27
H: 3.49894 -4.11094 0.27186  0.37
H: 2.10596 -0.10115 -2.85845  0.34
H: 1.44844 -1.78462 -2.98966  0.50
H: 1.54523 1.03886 -0.61342  0.33
H: -0.38960 1.99013 0.55258  0.48
H: -2.63865 1.05625 0.10958  0.86
H: -2.93210 -0.85611 -1.44398  0.42
H: -0.90601 -1.78360 -2.60717  0.35
C: -4.64255 3.20159 -2.67637  -1.08
S: -4.47752 3.06835 -0.88853  0.87
O: -5.70147 2.38993 -0.38289  -0.69
C: -4.65934 4.82341 -0.55284  -1.09
H: -4.59614 2.19823 -3.09576  0.30
H: -5.59990 3.65953 -2.92893  0.35
H: -3.82106 3.79942 -3.07206  0.36
H: -5.61518 5.17786 -0.94106  0.38
H: -3.83628 5.36834 -1.01580  0.35
H: -4.62700 4.96222 0.52606  0.27
C: -4.14029 0.06104 2.81288  -0.89
S: -4.34822 1.83631 2.95938  0.58
O: -3.33410 2.47433 2.07102  -0.59
C: -3.73142 1.96061 4.64307  -0.99
H: -4.43566 -0.23035 1.80623  0.25
H: -3.09495 -0.20412 2.98031  0.35
H: -4.78375 -0.43449 3.54051  0.37
H: -2.71275 1.57384 4.69448  0.29
H: -4.38685 1.39693 5.30754  0.36
H: -3.73778 3.01062 4.92973  0.33
C: -9.02257 -1.87277 3.53216  -0.94
S: -8.17084 -1.25585 4.98984  0.41
O: -7.15489 -0.27692 4.52299  -0.51
C: -7.30384 -2.78636 5.36564  -0.94
H: -9.60099 -1.05497 3.10712  0.31
H: -8.29517 -2.22480 2.80024  0.30
H: -9.69386 -2.68234 3.81974  0.38
H: -6.68764 -3.08032 4.51530  0.29
H: -8.02846 -3.56737 5.59659  0.38
H: -6.66987 -2.61202 6.23295  0.31

Force components x, y, z for each atom (eV/Å):
C 0.7716 -0.2386 -0.0461
C -0.6727 0.4398 0.5625
C -0.3319 -0.4553 -0.4397
C 0.8979 -0.0745 0.1457
N -0.8136 0.4273 -0.5360
P 0.1082 -0.2742 -0.3227
C -0.5319 -0.1071 0.1953
C -0.1394 -0.2921 0.5381
C -0.1419 0.8926 -0.6994
O 0.2237 -0.3521 -0.7212
C -0.5323 0.7188 0.8041
C 1.2802 -0.5092 -0.7340
C 0.1556 0.4370 0.4096
C 0.8787 0.1237 -0.0089
C -1.3529 0.9485 1.1199
C -0.1851 -1.0103 -0.8192
C 0.0592 -0.3118 -0.1693
H 0.0277 0.1946 -0.0249
H -0.1991 0.0140 0.0796
H -0.2844 0.0720 -0.2004
H 0.1583 -0.1603 -0.3645
H 0.0161 -0.0715 0.2131
H 0.0848 0.1303 0.2452
H 0.2294 -0.1056 0.0264
H -0.2405 -0.1887 0.3939
H -0.0449 0.1587 -0.1572
H 0.3880 -0.2262 0.0281
H 0.0089 0.3527 0.0347
H -0.1624 -0.2485 0.1012
H 0.0989 0.0842 0.2238
H 0.2107 0.1978 0.0412
H 0.0731 0.1850 -0.1030
H 0.2289 -0.0691 -0.0397
H 0.0665 -0.3833 0.1259
H -0.0245 -0.3433 0.2716
H 0.0943 0.1279 0.0076
H 0.1834 -0.4052 -0.1957
H 0.0588 0.1427 -0.0064
H -0.0978 -0.0357 -0.0512
H -0.3572 -0.0376 -0.0427
H 0.0931 -0.0812 -0.0399
H 0.0064 0.2194 0.1106
H -0.3013 0.0900 0.0909
C -0.1567 0.0864 -0.1116
S 0.2512 -0.0650 0.0933
O -0.0621 0.0197 -0.0911
C -0.1192 0.1523 0.0163
H 0.0261 -0.0186 0.0764
H -0.0082 -0.0139 0.0422
H 0.0265 -0.0236 0.0377
H -0.0091 -0.0623 -0.0126
H 0.0248 -0.0457 0.0082
H 0.0475 -0.1161 0.0020
C 0.1114 -0.2092 0.0397
S -0.3479 0.0237 -0.0419
O 0.1804 0.0363 0.0222
C 0.1410 -0.0506 0.1212
H -0.0341 0.1000 -0.0094
H 0.0209 0.0914 -0.0342
H -0.0926 0.0947 -0.0274
H -0.0035 0.0043 -0.0619
H -0.0575 0.0062 -0.0604
H -0.0313 0.0060 -0.0701
C -0.0097 -0.0733 -0.1228
S -0.1309 -0.0097 0.0841
O 0.1653 -0.0529 -0.0344
C 0.0775 -0.1081 -0.0351
H 0.0359 0.0403 0.0600
H 0.0429 0.0374 0.0383
H 0.0012 0.0229 0.0387
H -0.0213 0.0553 -0.0246
H -0.0177 0.0295 0.0107
H -0.0389 0.0670 -0.0003

Summary:
total energy: -2679.88731 Ha
highest occupied orbital energy: -8.3 eV
frontier orbital gap: 8.92 eV


(3)
DFT (the ωB97M-V functional and the def2-TZVPD basis) results for the molecule C4H4N2O at a distorted geometry.

Each line ends with the Mulliken charge.
CARTESIAN COORDINATES (ANGSTROEM)
C: -1.84488 -0.68606 0.52341  -0.62
C: -0.79986 0.17940 0.62422  -0.15
C: 0.42020 0.43008 -0.19580  0.31
C: 1.05018 -0.18436 -1.11052  -0.13
O: 2.27579 0.26210 -1.25244  -0.11
N: 2.46708 0.89723 -0.10271  -0.24
N: 1.44463 1.09081 0.43412  -0.18
H: -2.32206 -0.69552 1.58567  0.19
H: -2.32961 -1.43432 -0.31227  0.24
H: -0.80821 0.84178 1.55359  0.27
H: 0.44674 -0.70114 -1.74726  0.43

Force components x, y, z for each atom (eV/Å):
C -0.8126 -0.4877 1.0750
C -0.7300 0.2772 -0.0917
C -2.5523 0.9354 4.9399
C -1.0061 -1.0161 -4.1647
O 0.6028 -2.9710 -1.6767
N 6.5243 2.7670 -0.7577
N -4.1117 1.8889 4.8489
H -0.0112 -0.2766 -2.4137
H 1.9457 2.1131 2.1459
H 0.2819 -1.2053 -1.2707
H -0.1308 -2.0248 -2.6346

Summary:
SMILES: C=Cc1conn1
total energy: -339.40087 Ha
highest occupied orbital energy: -9.6 eV
frontier orbital gap: 10.10 eV
relative energy (zero: lowest compared OMol25 entry of this formula, charge and spin): 4.9197 eV


(4)
DFT (the ωB97M-V functional and the def2-TZVPD basis) results for a structure of composition C4H7INO at a distorted geometry.

Each line ends with the Mulliken charge.
CARTESIAN COORDINATES (ANGSTROEM)
C: -0.27672 0.97215 -0.80311  -0.46
C: 1.35135 0.92231 0.74391  -0.61
C: -1.46102 -1.17280 -0.31314  -0.81
C: 0.55043 -0.25248 0.97551  0.16
N: -0.34180 -0.28832 0.00792  0.15
O: 0.74748 1.70347 -0.14021  -0.31
I: 3.10510 -0.49714 -0.09385  0.16
H: 0.13500 0.71703 -1.73227  0.39
H: -1.31457 1.54740 -0.90153  0.36
H: 1.95090 1.37144 1.50482  0.60
H: -2.37821 -0.45718 -0.34132  0.30
H: -1.53396 -1.84537 0.47506  0.36
H: -1.41209 -1.52761 -1.26255  0.34
H: 0.87812 -1.19289 1.88077  0.37

Force components x, y, z for each atom (eV/Å):
C -1.0014 0.4551 1.3932
C 1.3435 -0.9000 0.1070
C -1.5142 4.0027 2.0209
C 0.2100 -3.6162 1.1265
N -0.2827 1.0723 0.7078
O -0.5995 0.8164 -0.0534
I -0.5113 0.5628 0.1027
H 0.1325 -0.4060 -1.7848
H 2.3566 -1.2072 0.5226
H -0.0357 0.5069 0.3393
H 1.2751 -1.4053 0.3860
H -0.4468 -1.5861 0.9437
H 0.6487 -1.5379 -2.6407
H -1.5749 3.2424 -3.1708

Summary:
total energy: -583.95489 Ha
net charge: +1
highest occupied orbital energy: -13.7 eV
frontier orbital gap: 8.20 eV
relative energy (zero: lowest compared OMol25 entry of this formula, charge and spin): 1.7671 eV


(5)
DFT (the ωB97M-V functional and the def2-TZVPD basis) results for a cluster of 2 separate species, C18H23NO4S2 in total at a distorted geometry.

Each line ends with the Mulliken charge.
CARTESIAN COORDINATES (ANGSTROEM)
C: 0.96882 -0.72662 2.54768  -1.08
C: 0.32375 -0.52769 1.38453  0.43
S: 1.15253 -0.74307 -0.19020  1.24
O: 1.70149 -2.07787 -0.22744  -0.66
O: 0.27067 -0.26493 -1.23275  -0.59
C: 2.52711 0.42550 -0.15170  0.17
C: 2.35396 1.72228 -0.64209  -0.27
C: 3.38545 2.65776 -0.53084  -0.71
C: 4.61377 2.27642 0.01636  -0.39
C: 4.79860 0.96978 0.47790  -0.63
C: 3.75595 0.04380 0.39289  -0.28
S: -1.39596 0.03058 1.36897  1.53
O: -1.75742 0.29272 2.74543  -0.70
O: -2.16879 -0.88652 0.56549  -0.68
C: -1.35305 1.61848 0.49793  -0.02
C: -2.03389 1.76826 -0.70676  -0.14
C: -1.97689 2.99033 -1.38032  -0.60
C: -1.23405 4.04707 -0.84939  -0.40
C: -0.54919 3.88651 0.35871  -0.65
C: -0.62691 2.67455 1.04684  -0.41
H: 2.01304 -1.01264 2.51809  0.25
H: 0.45697 -0.55997 3.48565  0.41
H: 1.40462 2.00419 -1.09351  0.50
H: 3.22088 3.67985 -0.87885  0.40
H: 5.42902 2.99738 0.07845  0.37
H: 5.75296 0.66216 0.90938  0.38
H: 3.88748 -0.97473 0.75175  0.44
H: -2.58859 0.92733 -1.11626  0.45
H: -2.51299 3.10084 -2.32400  0.38
H: -1.18604 4.99923 -1.37728  0.38
H: 0.04772 4.69947 0.77459  0.42
H: -0.10583 2.53067 1.99179  0.40
C: -0.20302 -4.63891 5.93938  -1.73
C: -0.47979 -4.26662 4.48577  1.67
C: 0.75002 -4.57144 3.64135  -1.61
C: -1.67131 -5.08362 3.97885  -1.59
N: -0.70274 -2.80754 4.41456  -0.47
H: -1.07240 -4.43457 6.57639  0.42
H: 0.03304 -5.70845 6.02349  0.38
H: 0.65093 -4.07020 6.32436  0.39
H: 0.59409 -4.29675 2.59052  0.35
H: 1.61247 -4.00912 4.01844  0.35
H: 0.99036 -5.64091 3.68804  0.41
H: -1.89619 -4.83567 2.93423  0.36
H: -1.45258 -6.15864 4.03843  0.39
H: -2.56348 -4.88206 4.58489  0.38
H: -0.95120 -2.52682 3.46369  0.12
H: -1.47428 -2.54368 5.02747  0.26

Force components x, y, z for each atom (eV/Å):
C -0.6601 0.4426 -1.3472
C 0.2503 0.2390 0.7695
S 0.4679 0.2228 -1.0555
O -0.2263 0.5779 0.2461
O 0.2486 -0.3779 0.6941
C 0.2529 0.1361 0.2493
C -0.2200 0.0433 0.1564
C 0.0430 -0.3146 -0.0312
C -0.1808 -0.1097 0.0239
C -0.1778 -0.0382 -0.1136
C -0.0873 0.0615 0.1009
S -0.4892 0.4594 -0.4332
O 0.3613 -0.2650 -0.4807
O 0.4224 0.3070 0.5045
C 0.1479 -0.0668 0.1351
C 0.0329 -0.0695 -0.0477
C 0.0105 -0.1138 0.2153
C 0.0467 -0.1549 0.0950
C -0.1214 -0.1437 0.0608
C 0.0852 -0.0965 -0.1113
H -0.0508 -0.1722 0.2098
H 0.0873 -0.0757 0.0772
H 0.1472 -0.0835 0.1190
H 0.1086 -0.3573 0.0558
H -0.2166 -0.1828 0.0295
H -0.2847 0.1224 -0.1716
H 0.0096 0.1554 -0.0969
H 0.1568 0.1411 0.0797
H 0.1795 0.0208 0.2870
H 0.0041 -0.2409 0.1139
H -0.2246 -0.1942 -0.1319
H -0.0810 0.0963 -0.1533
C 0.1494 -0.0254 0.1665
C 0.0362 0.1269 -0.0285
C 0.2607 -0.1015 -0.0652
C -0.0985 -0.0422 -0.0692
N -0.1442 -0.1041 0.0562
H 0.1070 -0.0084 -0.0964
H -0.0882 0.2297 -0.0256
H -0.1509 -0.0574 -0.0497
H -0.0042 -0.0519 0.1395
H -0.1358 -0.0793 -0.0677
H -0.0358 0.1826 -0.0806
H 0.0118 -0.0406 0.1605
H -0.0811 0.2052 -0.0317
H 0.1209 -0.0262 -0.1186
H -0.1039 -0.1749 0.3280
H 0.1143 -0.0006 -0.2661

Summary:
SMILES: C=C(S(=O)(=O)c1ccccc1)S(=O)(=O)c1ccccc1.CC(C)(C)N
total energy: -1851.72174 Ha
highest occupied orbital energy: -9.3 eV
frontier orbital gap: 8.91 eV
relative energy (zero: lowest compared OMol25 entry of this formula, charge and spin): 2.6104 eV


(6)
DFT (the ωB97M-V functional and the def2-TZVPD basis) results for a cluster of 2 separate species, C5H11N5 in total at a distorted geometry.

Each line ends with the Mulliken charge.
CARTESIAN COORDINATES (ANGSTROEM)
C: 0.95503 1.58066 0.68690  -0.32
C: -0.31595 1.69130 0.48020  -0.23
C: 1.82598 0.48440 0.19810  0.20
C: 3.89431 -0.42255 -0.03097  0.10
C: -1.61657 -0.79277 0.90505  -0.89
N: 3.07494 0.51750 0.40562  -0.41
N: 6.18045 -0.29528 -0.76396  -0.64
N: 5.08859 -0.21172 -0.39427  0.73
N: -1.18447 -0.26057 -0.33242  -0.36
N: -2.24254 -0.09590 -1.30632  -0.36
H: 1.39380 2.34894 1.28852  0.42
H: -1.08014 2.48756 0.56406  0.41
H: 1.16881 -0.30217 -0.31584  0.38
H: 3.66674 -1.42258 0.31226  0.38
H: -2.47436 -0.10845 1.13840  0.42
H: -1.89292 -1.91528 0.75620  0.31
H: -0.81123 -0.61928 1.50775  0.35
H: 6.61944 -0.89591 -1.58143  0.39
H: -2.38476 -1.04474 -1.68253  0.37
H: -1.86243 0.63796 -1.94833  0.34
H: -3.27093 0.22145 -0.97505  0.41

Force components x, y, z for each atom (eV/Å):
C 0.8643 -0.9315 0.0322
C -2.3266 -1.4322 -1.5400
C -2.2904 -0.5124 -0.1026
C 0.5381 -1.4554 1.0430
C -3.8593 -0.8561 -1.9670
N -1.6954 2.2785 -0.6783
N 3.1913 -1.5887 -0.0962
N -0.6824 -0.6626 -1.1562
N 2.6841 2.9217 -0.7202
N -1.7122 1.2399 1.1355
H 0.4287 0.7080 0.2172
H 0.3687 -0.8989 0.1045
H 1.5085 0.7241 0.2838
H 0.5905 -0.5568 0.0314
H 0.2100 -1.2889 1.1075
H 0.2922 1.8509 0.6774
H 1.7130 -0.1466 2.1961
H -1.7378 1.8454 0.5791
H 0.1168 0.5023 -0.7186
H -0.7345 -1.2343 -0.0500
H 2.5323 -0.5064 -0.3787

Summary:
total energy: -469.93826 Ha
net charge: +2
highest occupied orbital energy (spin up / spin down): -16.6 / -16.6 eV
frontier orbital gap (spin up / spin down): 7.50 / 7.49 eV
relative energy (zero: lowest compared OMol25 entry of this formula, charge and spin): 9.4170 eV